{
  "formula": "C2H5IS2",
  "method": "the ωB97M-V functional and the def2-TZVPD basis",
  "homo_lumo_gap_ev": [6.620, 6.973],
  "e_above_lowest_kcal_mol": 61.7,
  "total_energy_ev": -31923.6534,
  "e_homo_ev": [-7.98, -8.30],
  "lumo_ev": [-1.36, -1.32],
  "multiplicity": 1,
  "symbols": ["C", "C", "S", "S", "I", "H", "H", "H", "H", "H"],
  "positions_angstrom": [[-1.122, -0.851, -0.369], [0.147, -0.368, 0.255], [-0.222, 2.315, -0.102], [1.451, -0.736, -0.797], [3.445, -0.037, 0.386], [-0.842, -0.911, -1.483], [-1.327, -2.024, -0.022], [-1.962, -0.190, -0.220], [0.326, -0.026, 1.223], [0.105, 2.828, 1.130]]
}

***

{
  "formula": "C2H5ISi",
  "method": "the ωB97M-V functional and the def2-TZVPD basis",
  "homo_lumo_gap_ev": 9.334,
  "e_above_lowest_kcal_mol": 14.6,
  "total_energy_ev": -18132.2728,
  "e_homo_ev": -9.22,
  "lumo_ev": 0.11,
  "multiplicity": 1,
  "symbols": ["I", "Si", "C", "C", "H", "H", "H", "H", "H"],
  "positions_angstrom": [[1.615, 2.689, 0.031], [-0.007, 0.881, -0.616], [-1.021, -0.329, 0.488], [0.603, -0.740, 0.088], [-0.241, 1.146, -1.980], [-1.704, -1.112, 0.184], [-1.138, -0.196, 1.591], [1.308, -0.804, 0.835], [0.584, -1.535, -0.621]]
}

***

{
  "formula": "C2H5LiLuO2",
  "method": "the ωB97M-V functional and the def2-TZVPD basis",
  "homo_lumo_gap_ev": [7.391, 6.175],
  "total_energy_ev": -40057.1537,
  "e_homo_ev": [-16.51, -16.83],
  "lumo_ev": [-9.11, -10.66],
  "s2": 0.751,
  "multiplicity": 2,
  "total_charge": 2,
  "symbols": ["O", "C", "C", "Li", "Lu", "H", "H", "H", "H", "O", "H"],
  "positions_angstrom": [[-0.451, 0.372, -0.390], [-1.393, -0.506, -0.019], [-2.370, -0.344, 0.879], [1.299, -0.161, -0.669], [-1.094, 2.466, -0.680], [-1.205, -1.621, -0.077], [-3.110, -1.167, 0.656], [-2.518, 0.593, 1.421], [3.749, -0.203, 0.348], [3.241, 0.100, -0.412], [3.851, 0.471, -1.056]]
}

***

{
  "formula": "C2H5LiO",
  "method": "the ωB97M-V functional and the def2-TZVPD basis",
  "homo_lumo_gap_ev": 7.834,
  "e_above_lowest_kcal_mol": 35.9,
  "total_energy_ev": -4404.4116,
  "e_homo_ev": -8.04,
  "lumo_ev": -0.21,
  "multiplicity": 1,
  "symbols": ["O", "C", "C", "Li", "H", "H", "H", "H", "H"],
  "positions_angstrom": [[1.800, -0.762, 0.021], [-0.288, 0.761, -0.032], [-1.164, -0.282, -0.274], [0.511, -1.367, 1.055], [2.598, -0.237, -0.019], [-0.869, 1.673, 0.154], [0.632, 1.353, 0.028], [-1.133, -0.787, -1.246], [-2.087, -0.352, 0.313]]
}

***

{
  "formula": "C2H5N",
  "method": "the ωB97M-V functional and the def2-TZVPD basis",
  "homo_lumo_gap_ev": [6.660, 6.920],
  "e_above_lowest_kcal_mol": 36.6,
  "total_energy_ev": -3641.0253,
  "e_homo_ev": [-1.34, -2.09],
  "lumo_ev": [5.32, 4.83],
  "s2": 0.760,
  "multiplicity": 2,
  "total_charge": -1,
  "symbols": ["C", "C", "N", "H", "H", "H", "H", "H"],
  "positions_angstrom": [[0.294, 0.128, 0.972], [-0.096, 0.151, -0.379], [-1.284, -0.118, -0.876], [-0.513, -0.057, 1.678], [1.126, -1.477, -0.027], [1.318, 0.383, 1.208], [0.743, 0.359, -1.089], [-1.589, 0.632, -1.488]]
}

***

{
  "formula": "C2H5N",
  "method": "the ωB97M-V functional and the def2-TZVPD basis",
  "homo_lumo_gap_ev": 10.355,
  "e_above_lowest_kcal_mol": 46.5,
  "total_energy_ev": -3642.4956,
  "e_homo_ev": -9.08,
  "lumo_ev": 1.28,
  "multiplicity": 1,
  "symbols": ["C", "C", "N", "H", "H", "H", "H", "H"],
  "positions_angstrom": [[0.561, -0.596, 0.012], [-0.905, -0.145, 0.052], [0.315, 0.748, -0.224], [0.945, -0.710, 1.048], [0.890, -1.197, -0.693], [-1.163, 0.278, 1.103], [-1.647, -0.376, -0.754], [0.835, 1.216, 0.482]]
}

***

{
  "formula": "C2H5N2",
  "method": "the ωB97M-V functional and the def2-TZVPD basis",
  "homo_lumo_gap_ev": 11.960,
  "e_above_lowest_kcal_mol": 12.5,
  "total_energy_ev": -5126.5049,
  "e_homo_ev": -16.06,
  "lumo_ev": -4.10,
  "multiplicity": 1,
  "total_charge": 1,
  "symbols": ["C", "C", "N", "N", "H", "H", "H", "H", "H"],
  "positions_angstrom": [[0.705, -0.791, 0.049], [-0.659, 0.662, 0.034], [-0.617, -0.826, 0.051], [0.785, 0.507, -0.057], [1.357, -1.534, 0.188], [-0.989, 1.269, -0.873], [-0.841, 1.222, 0.887], [-1.316, -1.656, -0.036], [1.575, 1.148, -0.243]]
}

***

{
  "formula": "C2H5N2",
  "method": "the ωB97M-V functional and the def2-TZVPD basis",
  "homo_lumo_gap_ev": 10.872,
  "e_above_lowest_kcal_mol": 19.3,
  "total_energy_ev": -5126.2099,
  "e_homo_ev": -16.28,
  "lumo_ev": -5.40,
  "multiplicity": 1,
  "total_charge": 1,
  "symbols": ["C", "C", "N", "N", "H", "H", "H", "H", "H"],
  "positions_angstrom": [[-1.973, 0.014, 0.135], [1.911, -0.398, 0.028], [1.108, 0.564, -0.005], [-3.104, -0.099, -0.053], [2.932, -0.431, -0.019], [1.645, -1.480, 0.219], [1.354, 1.537, -0.149], [-4.064, -0.026, -0.354], [0.191, 0.319, 0.197]]
}

***

{
  "formula": "C2H5N2",
  "method": "the ωB97M-V functional and the def2-TZVPD basis",
  "homo_lumo_gap_ev": 12.035,
  "e_above_lowest_kcal_mol": 61.8,
  "total_energy_ev": -5124.3663,
  "e_homo_ev": -16.49,
  "lumo_ev": -4.46,
  "multiplicity": 1,
  "total_charge": 1,
  "symbols": ["C", "C", "N", "N", "H", "H", "H", "H", "H"],
  "positions_angstrom": [[-1.024, 0.202, -0.027], [0.836, -0.195, 0.093], [0.123, 0.959, 0.040], [-0.399, -0.946, 0.154], [-2.422, 0.808, -0.336], [1.140, -0.360, -0.955], [1.724, -0.418, 0.750], [0.545, 1.812, 0.434], [-0.524, -1.861, -0.154]]
}

***

{
  "formula": "C2H5N2O",
  "method": "the ωB97M-V functional and the def2-TZVPD basis",
  "homo_lumo_gap_ev": 10.240,
  "e_above_lowest_kcal_mol": 94.4,
  "total_energy_ev": -7171.9401,
  "e_homo_ev": -15.27,
  "lumo_ev": -5.03,
  "multiplicity": 1,
  "total_charge": 1,
  "symbols": ["C", "C", "N", "N", "O", "H", "H", "H", "H", "H"],
  "positions_angstrom": [[0.022, -0.913, -0.555], [0.112, 1.604, -0.714], [0.096, 1.524, 0.447], [-0.161, -1.161, 0.689], [0.048, 1.077, 1.531], [-0.815, -0.841, -1.236], [1.030, -0.900, -0.959], [0.158, 2.122, -1.631], [-1.099, -1.226, 1.086], [0.610, -1.285, 1.343]]
}

***

{
  "formula": "C2H5N2O",
  "method": "the ωB97M-V functional and the def2-TZVPD basis",
  "homo_lumo_gap_ev": 11.496,
  "e_above_lowest_kcal_mol": 123.7,
  "total_energy_ev": -7170.6654,
  "e_homo_ev": -17.15,
  "lumo_ev": -5.66,
  "multiplicity": 1,
  "total_charge": 1,
  "symbols": ["C", "C", "N", "N", "O", "H", "H", "H", "H", "H"],
  "positions_angstrom": [[-0.178, 0.278, -0.398], [0.100, -0.396, 0.979], [0.066, 0.545, 2.006], [-0.246, 1.490, 2.543], [-0.527, 2.326, 3.255], [-1.081, 0.767, -0.194], [0.582, 1.128, -0.700], [-0.348, -0.454, -1.297], [0.966, -1.052, 1.313], [-0.830, -0.964, 0.920]]
}

***

{
  "formula": "C2H5N2O",
  "method": "the ωB97M-V functional and the def2-TZVPD basis",
  "homo_lumo_gap_ev": [9.544, 9.544],
  "e_above_lowest_kcal_mol": 108.2,
  "total_energy_ev": -7171.3378,
  "e_homo_ev": [-16.07, -16.07],
  "lumo_ev": [-6.52, -6.53],
  "multiplicity": 1,
  "total_charge": 1,
  "symbols": ["C", "C", "N", "N", "O", "H", "H", "H", "H", "H"],
  "positions_angstrom": [[-0.111, -0.180, 0.024], [0.703, 1.002, -0.219], [0.066, -0.308, 1.333], [-0.690, -0.994, -0.746], [0.957, 1.269, 1.197], [1.733, 0.846, -0.761], [0.095, 1.723, -0.741], [-0.775, -0.445, 2.007], [-0.797, -1.082, -1.777], [-1.180, -1.830, -0.318]]
}

***

{
  "formula": "C2H5N2O",
  "method": "the ωB97M-V functional and the def2-TZVPD basis",
  "homo_lumo_gap_ev": [8.134, 8.240],
  "e_above_lowest_kcal_mol": 127.6,
  "total_energy_ev": -7170.4967,
  "e_homo_ev": [-13.74, -13.95],
  "lumo_ev": [-5.61, -5.71],
  "multiplicity": 1,
  "total_charge": 1,
  "symbols": ["C", "C", "N", "N", "O", "H", "H", "H", "H", "H"],
  "positions_angstrom": [[0.782, -1.088, -0.127], [-0.020, 1.110, -0.153], [-1.861, -0.828, 0.072], [0.619, 0.093, 0.485], [-1.758, 0.341, 0.030], [1.122, -1.949, 0.404], [0.309, -1.194, -1.195], [-0.204, 2.049, 0.338], [-0.065, 1.244, -1.314], [1.076, 0.220, 1.460]]
}

***

{
  "formula": "C2H5N2O2S",
  "method": "the ωB97M-V functional and the def2-TZVPD basis",
  "homo_lumo_gap_ev": [6.075, 6.374],
  "e_above_lowest_kcal_mol": 66.3,
  "total_energy_ev": -20048.9087,
  "e_homo_ev": [-10.67, -14.44],
  "lumo_ev": [-4.60, -8.07],
  "s2": 2.031,
  "multiplicity": 3,
  "total_charge": 1,
  "symbols": ["C", "C", "N", "N", "O", "O", "S", "H", "H", "H", "H", "H"],
  "positions_angstrom": [[1.551, 0.427, 0.295], [0.378, 0.202, 0.089], [-2.589, -1.197, -0.863], [3.030, 0.652, 0.349], [-3.052, 1.159, -0.202], [-2.189, -0.377, 1.647], [-2.439, -0.005, 0.296], [-2.260, -2.157, -0.899], [-2.778, -0.842, -1.825], [3.322, 1.588, 0.171], [3.551, 0.082, -0.343], [3.475, 0.468, 1.286]]
}

***

{
  "formula": "C2H5N2O3",
  "method": "the ωB97M-V functional and the def2-TZVPD basis",
  "homo_lumo_gap_ev": 7.349,
  "e_above_lowest_kcal_mol": 129.7,
  "total_energy_ev": -11275.5838,
  "e_homo_ev": -3.09,
  "lumo_ev": 4.26,
  "multiplicity": 1,
  "total_charge": -1,
  "symbols": ["C", "C", "N", "N", "O", "O", "O", "H", "H", "H", "H", "H"],
  "positions_angstrom": [[-1.669, -0.811, 0.377], [-0.747, -0.757, -0.616], [2.716, 0.328, -0.124], [2.052, -0.565, 0.009], [0.021, 2.575, 0.146], [1.733, -1.650, 0.314], [0.157, 0.098, -0.755], [-0.378, 1.648, 0.126], [-1.584, -0.015, 1.111], [-2.335, -1.555, 0.676], [-0.855, -1.537, -1.492], [0.889, 2.241, 0.229]]
}

***

{
  "formula": "C2H5N2O3",
  "method": "the ωB97M-V functional and the def2-TZVPD basis",
  "homo_lumo_gap_ev": [9.903, 7.007],
  "e_above_lowest_kcal_mol": 65.0,
  "total_energy_ev": -11262.0472,
  "e_homo_ev": [-14.04, -16.53],
  "lumo_ev": [-4.14, -9.52],
  "s2": 2.009,
  "multiplicity": 3,
  "total_charge": 1,
  "symbols": ["C", "C", "N", "N", "O", "O", "O", "H", "H", "H", "H", "H"],
  "positions_angstrom": [[-0.112, 0.079, 0.047], [-1.227, 0.995, 0.027], [1.263, 0.638, -0.048], [-0.187, -1.331, 0.043], [2.151, -0.176, -0.192], [1.364, 1.820, 0.016], [0.746, -2.250, 0.058], [-1.517, 1.221, -1.008], [-2.111, 0.633, 0.546], [-0.898, 1.955, 0.442], [-1.131, -1.728, 0.114], [1.661, -1.856, -0.045]]
}

***

{
  "formula": "C2H5N2O4",
  "method": "the ωB97M-V functional and the def2-TZVPD basis",
  "homo_lumo_gap_ev": 9.044,
  "e_above_lowest_kcal_mol": 0.0,
  "total_energy_ev": -13329.0234,
  "e_homo_ev": -5.07,
  "lumo_ev": 3.97,
  "multiplicity": 1,
  "total_charge": -1,
  "symbols": ["N", "C", "O", "O", "H", "H", "N", "C", "O", "O", "H", "H", "H"],
  "positions_angstrom": [[1.654, -1.494, 2.031], [1.002, -0.800, 1.004], [1.631, 0.127, 0.462], [-0.174, -1.203, 0.735], [2.470, -1.092, 2.449], [1.106, -2.115, 2.593], [-0.972, 0.132, -1.484], [-1.319, 1.415, -1.685], [-1.242, 2.192, -0.577], [-1.694, 1.892, -2.736], [-0.553, -0.335, -0.629], [-0.979, -0.385, -2.336], [-0.931, 1.665, 0.174]]
}

***

{
  "formula": "C2H5N2OP",
  "method": "the ωB97M-V functional and the def2-TZVPD basis",
  "homo_lumo_gap_ev": [6.827, 8.476],
  "e_above_lowest_kcal_mol": 79.0,
  "total_energy_ev": -16467.9620,
  "e_homo_ev": [-8.57, -8.91],
  "lumo_ev": [-1.74, -0.43],
  "multiplicity": 1,
  "symbols": ["C", "C", "N", "N", "O", "P", "H", "H", "H", "H", "H"],
  "positions_angstrom": [[1.176, -0.330, 0.124], [0.724, 1.148, 0.155], [0.172, -1.222, 0.064], [-1.786, 0.748, 0.170], [2.374, -0.522, -0.038], [-1.595, -0.826, 0.006], [0.857, 1.898, 0.901], [0.892, 1.531, -0.829], [0.403, -2.170, -0.235], [-1.693, 0.888, 1.203], [-1.524, -1.142, -1.521]]
}

***

{
  "formula": "C2H5N2OP",
  "method": "the ωB97M-V functional and the def2-TZVPD basis",
  "homo_lumo_gap_ev": [8.571, 8.572],
  "e_above_lowest_kcal_mol": 117.7,
  "total_energy_ev": -16466.2820,
  "e_homo_ev": [-8.67, -8.68],
  "lumo_ev": [-0.10, -0.10],
  "multiplicity": 1,
  "symbols": ["C", "C", "N", "N", "O", "P", "H", "H", "H", "H", "H"],
  "positions_angstrom": [[0.701, -1.036, 0.251], [-0.703, -1.039, 0.077], [1.222, 1.294, 0.171], [0.274, 1.430, -0.707], [1.378, -0.129, 0.838], [-1.512, 0.454, 0.506], [1.332, -1.810, -0.082], [-1.395, -1.752, -0.346], [1.117, 1.739, 1.091], [0.250, 0.695, -1.403], [-2.664, 0.155, -0.397]]
}

***

{
  "formula": "C2H5N2P",
  "method": "the ωB97M-V functional and the def2-TZVPD basis",
  "homo_lumo_gap_ev": 9.813,
  "e_above_lowest_kcal_mol": 7.0,
  "total_energy_ev": -14422.8809,
  "e_homo_ev": -8.84,
  "lumo_ev": 0.98,
  "multiplicity": 1,
  "symbols": ["C", "C", "N", "P", "N", "H", "H", "H", "H", "H"],
  "positions_angstrom": [[0.156, 0.913, -0.792], [-0.044, -0.311, 0.236], [1.034, -0.068, 1.326], [1.969, 1.211, 0.923], [1.281, 1.684, -0.364], [0.505, 0.596, -1.785], [-0.770, 1.494, -0.661], [-1.045, -0.548, 0.774], [0.188, -1.265, -0.455], [0.952, -0.467, 2.309]]
}